(1)
ORCA calculation (the ωB97M-V functional and the def2-TZVPD basis) on an isolated molecule of C7H13N3 in a non-equilibrium geometry.

```
23
Properties=species:S:1:pos:R:3:forces:R:3:lowdin_charge:R:1
C -2.422 -1.925 -0.049 1.90 -1.49 -0.31 -0.056
C -1.324 -0.881 -0.022 0.25 0.26 -0.21 -0.338
C 0.006 -1.082 -0.130 0.12 -0.71 -0.06 -0.019
C 1.097 0.001 0.007 -2.19 -1.24 -0.38 -0.561
C 2.103 -0.113 -1.167 -0.11 0.86 1.24 -0.031
C 1.791 -0.201 1.328 -0.01 0.79 2.41 -0.063
N 0.343 1.262 -0.020 -0.10 1.22 0.03 0.109
C -1.053 1.386 0.057 0.11 -0.90 -0.36 -0.450
N -1.543 2.679 0.047 1.34 2.58 -1.64 0.091
N -1.891 0.400 0.095 0.74 0.53 -0.12 0.105
H -3.089 -1.811 -0.906 -0.08 0.20 0.31 0.075
H -2.008 -2.968 -0.054 -0.11 0.85 -0.37 0.083
H -2.908 -1.894 0.899 -0.92 0.42 0.51 0.059
H 0.413 -2.090 -0.295 -0.36 0.35 0.16 0.114
H 2.729 0.764 -1.053 0.74 0.04 -0.13 0.073
H 2.697 -1.031 -1.207 -0.19 0.18 0.35 0.088
H 1.604 0.021 -2.088 -0.73 -0.04 -1.04 0.064
H 2.406 -1.078 1.248 0.44 -0.49 0.06 0.064
H 2.478 0.661 1.635 -0.87 -0.95 -0.53 0.100
H 1.070 -0.405 2.218 1.02 0.56 -1.66 0.119
H 0.900 2.087 0.240 -0.66 -0.52 -0.25 0.141
H -0.890 3.343 -0.500 -1.40 -1.46 1.40 0.124
H -2.510 2.875 -0.282 1.06 -1.05 0.58 0.109
```
Positions in Å, forces in eV/Å.

For the HOMO-LUMO gap, the calculation gives 0.3091 Ha. Its charge is 0.

***

(2)
ORCA calculation (the ωB97M-V functional and the def2-TZVPD basis) on a cluster of 2 separate species, C3H4BrNS in total in a non-equilibrium geometry.

```
10
Properties=species:S:1:pos:R:3:forces:R:3:lowdin_charge:R:1
C 0.551 -1.098 -0.234 0.48 -0.52 -1.44 -0.071
N 1.471 -0.522 0.472 -2.78 -1.86 0.80 -0.635
S 2.496 0.747 0.353 0.86 0.69 -0.54 0.471
H -0.189 -1.877 0.120 1.33 1.17 0.02 0.116
H 0.667 -0.917 -1.274 -0.67 0.20 -0.98 0.068
H 1.274 -0.922 1.354 0.88 0.23 2.15 0.066
C -0.839 1.462 -0.397 -2.68 -0.07 1.15 -0.027
C -1.931 0.987 -0.103 1.56 -0.14 -0.90 -0.735
Br -3.374 -0.098 0.046 0.24 0.30 0.05 0.735
H -0.125 2.238 -0.337 0.78 0.01 -0.31 0.012
```
Positions in Å, forces in eV/Å.

For the HOMO-LUMO gap, the calculation gives 0.3058 Ha. Its charge is 0.

***

(3)
ORCA calculation (the ωB97M-V functional and the def2-TZVPD basis) on a cluster of 6 separate species, C25H51NO19S in total.

```
97
Properties=species:S:1:pos:R:3:forces:R:3:lowdin_charge:R:1
C 4.628 -6.784 3.512 -0.11 -0.11 0.04 -0.127
O 4.460 -5.402 3.849 0.08 0.05 -0.10 -0.372
S 5.404 -4.390 2.997 -0.16 0.07 0.08 0.908
O 6.338 -3.828 3.934 0.04 0.02 -0.03 -0.367
O 4.301 -3.204 2.796 -0.07 -0.24 -0.01 -0.296
C 3.550 -3.231 1.574 0.14 0.09 -0.23 -0.145
C 2.143 -3.761 1.808 0.04 -0.10 -0.21 -0.431
O 1.217 -2.990 1.854 -0.13 0.16 0.40 0.110
N 2.025 -5.149 1.990 -0.31 0.32 0.13 -0.166
C 2.111 -5.881 0.731 0.51 -0.04 -0.07 -0.064
C 0.909 -5.559 2.852 0.10 -0.31 -0.10 -0.034
H 5.615 -6.988 3.094 0.01 0.03 0.02 0.077
H 4.511 -7.352 4.432 0.04 0.03 0.01 0.091
H 3.861 -7.094 2.800 0.00 0.08 -0.01 0.065
H 3.463 -2.197 1.249 0.03 -0.01 -0.01 0.130
H 4.077 -3.809 0.808 0.02 0.00 0.06 0.105
H 1.224 -5.730 0.104 -0.06 -0.07 0.07 0.098
H 2.981 -5.545 0.163 -0.06 -0.04 0.02 0.084
H 2.249 -6.944 0.924 -0.10 -0.01 0.02 0.085
H 1.306 -6.112 3.707 -0.01 0.03 0.01 0.086
H 0.346 -4.703 3.212 0.02 0.03 -0.03 0.080
H 0.230 -6.223 2.315 -0.07 0.10 -0.03 0.087
C 1.345 -1.505 6.374 -0.09 -0.07 0.15 -0.058
C 0.341 -1.868 5.302 0.26 0.16 -0.18 -0.202
O -0.592 -2.867 5.755 -0.08 -0.05 -0.01 0.034
C -1.569 -2.425 6.543 0.13 -0.04 0.10 -0.613
O -1.756 -1.284 6.878 -0.05 -0.01 -0.04 0.123
O -2.306 -3.474 6.918 -0.02 0.01 -0.05 0.001
C -3.376 -3.152 7.811 -0.08 -0.04 0.04 -0.042
H 1.854 -2.399 6.735 0.04 0.01 -0.05 0.083
H 2.090 -0.822 5.966 0.01 -0.01 -0.02 0.083
H 0.859 -1.020 7.220 -0.02 0.03 -0.03 0.075
H 0.840 -2.322 4.449 -0.08 -0.06 0.00 0.103
H -0.205 -0.994 4.948 -0.06 -0.01 0.09 0.124
H -4.009 -2.372 7.392 0.03 0.03 0.01 0.095
H -2.982 -2.827 8.772 0.00 0.05 -0.02 0.098
H -3.946 -4.068 7.936 0.04 -0.02 -0.03 0.092
C -0.045 1.954 1.437 0.08 0.18 0.04 -0.049
C 0.404 1.121 0.259 -0.25 -0.17 0.14 -0.194
O 1.291 1.860 -0.605 0.14 0.02 -0.03 0.018
C 2.549 1.964 -0.176 -0.02 -0.03 -0.03 -0.606
O 3.002 1.484 0.829 0.00 0.00 -0.01 0.130
O 3.232 2.692 -1.066 -0.05 -0.02 0.11 -0.018
C 4.588 2.963 -0.693 0.11 0.04 -0.09 -0.027
H -0.495 2.888 1.096 -0.07 -0.04 0.00 0.065
H -0.788 1.412 2.021 0.00 -0.04 -0.03 0.084
H 0.790 2.201 2.091 0.02 -0.07 -0.01 0.079
H -0.445 0.867 -0.373 0.05 0.04 -0.08 0.124
H 0.885 0.195 0.573 0.09 0.06 0.02 0.120
H 5.115 2.042 -0.455 -0.03 -0.01 0.04 0.096
H 4.616 3.637 0.161 0.00 -0.05 0.04 0.100
H 5.042 3.441 -1.556 -0.06 0.01 -0.02 0.096
C 1.430 1.683 -4.486 0.01 0.04 -0.22 -0.050
C 1.219 3.000 -3.772 -0.16 -0.34 0.20 -0.202
O 1.796 4.101 -4.500 -0.02 0.08 -0.01 0.046
C 1.088 4.526 -5.542 0.11 -0.10 -0.07 -0.612
O 0.013 4.112 -5.895 -0.03 0.06 0.04 0.114
O 1.782 5.491 -6.151 -0.03 0.01 0.05 0.003
C 1.157 6.017 -7.324 0.00 0.08 -0.07 -0.041
H 2.492 1.517 -4.676 0.01 -0.01 0.08 0.083
H 1.054 0.867 -3.869 0.01 0.00 0.02 0.079
H 0.906 1.658 -5.441 -0.05 -0.01 0.04 0.074
H 1.718 2.980 -2.811 0.11 0.23 -0.07 0.090
H 0.159 3.193 -3.599 -0.01 0.05 -0.12 0.122
H 0.147 6.357 -7.105 -0.01 -0.04 0.00 0.095
H 1.128 5.262 -8.109 -0.05 -0.02 0.02 0.097
H 1.772 6.854 -7.640 0.04 -0.02 0.04 0.092
C -2.566 -3.869 -6.538 -0.05 0.11 -0.07 -0.065
C -1.663 -3.267 -5.484 0.01 -0.23 0.05 -0.214
O -1.437 -1.866 -5.710 0.00 0.06 -0.01 0.032
C -2.432 -1.060 -5.337 0.00 0.03 -0.01 -0.614
O -3.458 -1.400 -4.804 0.01 0.00 0.00 0.121
O -2.094 0.189 -5.649 0.05 -0.05 0.00 0.001
C -3.087 1.174 -5.348 0.01 0.16 0.01 -0.029
H -2.164 -3.683 -7.534 0.03 -0.04 0.01 0.082
H -2.644 -4.946 -6.390 0.01 -0.01 0.01 0.079
H -3.567 -3.441 -6.485 0.00 -0.01 0.05 0.076
H -0.671 -3.714 -5.527 0.03 0.08 -0.01 0.121
H -2.064 -3.412 -4.481 -0.05 0.06 -0.02 0.122
H -3.391 1.109 -4.305 -0.03 -0.05 -0.01 0.095
H -3.954 1.046 -5.993 -0.02 -0.04 0.04 0.098
H -2.618 2.135 -5.541 0.05 -0.03 -0.02 0.091
C -6.427 5.090 1.581 0.08 -0.10 -0.07 -0.065
C -5.431 6.104 2.097 -0.21 0.10 0.07 -0.210
O -4.075 5.650 1.941 0.08 0.01 -0.02 0.036
C -3.574 5.762 0.712 -0.06 -0.16 0.00 -0.612
O -4.134 6.225 -0.248 0.03 0.05 0.02 0.123
O -2.340 5.254 0.720 0.02 0.05 0.03 -0.001
C -1.687 5.264 -0.551 0.15 -0.05 -0.11 -0.040
H -6.270 4.124 2.063 -0.03 0.02 0.04 0.082
H -7.442 5.424 1.796 0.00 0.01 0.01 0.080
H -6.329 4.958 0.504 0.00 0.05 0.00 0.075
H -5.548 6.249 3.169 0.08 -0.02 0.01 0.122
H -5.548 7.069 1.604 0.03 -0.03 -0.06 0.123
H -1.678 6.263 -0.982 -0.07 0.01 0.01 0.098
H -2.179 4.574 -1.236 -0.04 0.05 -0.02 0.099
H -0.668 4.933 -0.370 -0.02 -0.01 0.06 0.085
```
Positions in Å, forces in eV/Å.

For the HOMO-LUMO gap, the calculation gives 0.3664 Ha. Its charge is 0.

***

(4)
ORCA calculation (the ωB97M-V functional and the def2-TZVPD basis) on an isolated molecule of C3H5N3O in a non-equilibrium geometry.

```
12
Properties=species:S:1:pos:R:3:forces:R:3:lowdin_charge:R:1
O 1.501 1.329 -2.033 0.17 -0.55 0.12 -0.036
C 0.451 1.204 -1.131 -0.14 -0.16 0.34 -0.198
C 0.333 0.000 -0.125 -0.98 -0.41 1.07 -0.405
N 0.967 -1.093 0.024 -1.01 0.11 0.69 0.281
N -0.290 -1.784 1.577 0.24 0.90 -0.93 0.110
C -1.030 -0.719 1.499 -0.13 0.48 -0.24 -0.365
N -0.792 0.283 0.686 0.61 0.06 -0.62 0.048
H 1.498 0.584 -2.645 -0.01 0.07 0.00 0.098
H -0.539 1.201 -1.614 0.26 -0.12 0.09 0.126
H 0.481 2.086 -0.486 0.00 -0.26 -0.02 0.125
H -0.645 -2.559 2.168 0.86 0.38 -0.81 0.093
H -1.934 -0.531 2.081 0.13 -0.50 0.30 0.124
```
Positions in Å, forces in eV/Å.

For the HOMO-LUMO gap (spin up / spin down), the calculation gives 0.2990 / 0.2990 Ha. Its charge is 0.

***

(5)
ORCA calculation (the ωB97M-V functional and the def2-TZVPD basis) on a cluster of 3 separate species, C4H10O4 in total in a non-equilibrium geometry.

```
18
Properties=species:S:1:pos:R:3:forces:R:3:lowdin_charge:R:1
O 1.619 1.460 -0.969 -1.63 0.50 0.61 0.009
C 0.741 1.801 -0.163 3.88 -1.02 -0.71 -0.224
C -0.462 0.973 0.006 -3.62 -1.92 0.00 -0.123
C -0.294 -0.578 -0.393 -1.08 1.67 -1.72 -0.147
C -1.461 -1.362 0.062 -2.45 -4.35 4.13 -0.187
O -1.754 -2.132 1.095 2.64 4.32 -4.40 -0.035
H 1.145 2.593 0.518 -1.49 -0.04 -0.06 0.136
H -0.901 0.812 1.046 0.89 1.34 -0.97 0.102
H -1.346 1.386 -0.633 1.51 -0.41 1.08 0.158
H 0.510 -0.960 0.086 2.95 -0.91 1.57 0.075
H -0.158 -0.797 -1.506 -0.30 0.59 1.39 0.148
H -2.217 -1.421 -0.676 -1.26 0.23 -0.97 0.096
O -1.568 0.598 3.161 0.91 -0.27 -0.12 -0.045
H -1.190 -0.248 3.429 0.32 -0.03 -0.23 0.047
H -2.427 0.525 3.543 -1.23 0.25 0.32 0.027
O 2.935 -0.649 -3.033 0.44 -1.89 1.71 -0.098
H 3.057 -1.250 -2.217 -0.31 1.60 -1.98 0.078
H 2.526 0.144 -2.689 -0.17 0.33 0.36 -0.017
```
Positions in Å, forces in eV/Å.

For the HOMO-LUMO gap, the calculation gives 0.3823 Ha. Its charge is 0.

***

(6)
ORCA calculation (the ωB97M-V functional and the def2-TZVPD basis) on an isolated molecule of C3H3NO2 in a non-equilibrium geometry.

```
9
Properties=species:S:1:pos:R:3:forces:R:3:lowdin_charge:R:1
N -1.566 -1.415 -1.550 -1.33 -1.28 -1.71 0.184
C -0.898 -1.021 -0.727 -0.01 1.49 -0.03 -0.196
C -0.155 -0.271 0.214 -2.19 1.23 5.37 -0.394
O 0.932 -0.963 0.645 1.84 -0.55 -0.78 -0.006
C 0.222 1.274 0.036 -2.18 -0.64 0.51 -0.178
O 1.367 1.529 0.154 1.09 0.71 -0.31 0.096
H -0.811 -0.312 1.305 1.03 0.65 -3.09 0.228
H 1.517 -0.901 -0.121 0.84 -0.41 0.41 0.114
H -0.608 2.080 0.045 0.90 -1.19 -0.37 0.151
```
Positions in Å, forces in eV/Å.

For the HOMO-LUMO gap, the calculation gives 0.4078 Ha. Its charge is 0.

***

Going through the records in order, we get energy above the lowest of the compared OMol25 structures with the same formula, charge and spin values of 3.5, 396.1, 0.0, 429.7, 275.0, 271.5 kJ/mol.